57
Properties=species:S:1:pos:R:3:forces:R:3:lowdin_charge:R:1 method="wB97M-V/def2-TZVPD" homo_lumo_gap_ha=0.243 charge=+1 mol_weight_g_mol=670.76 spin_multiplicity=1 e_homo_ev=-11.4877 e_lumo_ev=-4.88
Ba 2.60355 3.90355 1.45753 -2.1 -1.9 -0.7 1.8644
F 0.40005 2.80426 0.49022 2.2 1.0 1.0 -0.7343
O 3.09838 1.22981 2.17442 0.2 1.3 -0.5 -0.5037
S 2.75733 -0.11859 1.74785 -2.4 -3.3 0.1 0.6293
O 3.79216 -1.05597 1.43094 0.2 1.0 0.2 -0.2392
O 1.81728 -0.74972 2.91197 1.0 1.2 -1.4 -0.2716
C 2.49593 -1.28779 4.05697 0.0 -0.8 1.5 -0.2503
C 2.68904 -2.79152 3.94681 0.1 -0.3 -0.7 -0.0561
C 1.50501 -0.16722 0.44694 0.3 0.8 0.3 -0.0948
H 1.81989 -1.09516 4.89264 0.0 0.3 -0.1 0.1278
H 3.44189 -0.78271 4.26178 -0.1 0.2 -0.2 0.1195
H 1.84114 -3.20005 3.39236 0.1 0.0 -0.1 0.0751
H 2.71748 -3.35294 4.87970 0.0 0.5 0.3 0.0853
H 3.61711 -3.02887 3.42530 -0.2 0.0 -0.2 0.0772
H 1.10266 -1.15929 0.25903 0.5 -0.2 0.5 0.0722
H 1.98506 0.18813 -0.46516 0.0 0.2 0.0 0.0749
H 0.68436 0.48853 0.73915 0.1 0.2 -0.1 0.0366
N -1.48305 -0.41864 -1.62628 0.2 -0.3 -0.3 0.0500
C -1.79215 0.87829 -1.58030 -0.2 -0.2 0.3 -0.1757
C -2.59762 1.51037 -2.50892 -0.5 0.2 0.2 -0.0621
C -3.13035 0.76978 -3.54516 0.4 -0.1 -0.2 -0.0622
C -2.76002 -0.56296 -3.64312 0.0 -0.3 -0.2 -0.0604
C -1.94449 -1.12830 -2.67119 0.0 0.8 0.2 -0.1433
H -1.44675 1.42738 -0.71530 0.3 0.1 -0.1 0.0732
H -2.89746 2.53583 -2.33321 0.2 0.1 -0.2 0.1090
H -3.77635 1.22266 -4.28477 -0.1 0.0 0.0 0.1107
H -3.11326 -1.17445 -4.46316 0.0 0.0 0.0 0.1064
H -1.65236 -2.16607 -2.73537 0.0 -0.1 0.1 0.1029
N 1.37923 0.93990 -5.05653 0.4 -0.6 -0.7 0.0608
C 1.08434 1.17972 -3.79495 -0.4 0.9 0.3 -0.1509
C 1.40042 2.38757 -3.15936 -0.2 -0.8 -0.5 -0.0744
C 2.06041 3.35273 -3.90440 0.1 0.0 1.1 -0.0975
C 2.40040 3.08794 -5.21395 0.4 -0.5 -0.8 -0.0713
C 2.07201 1.84415 -5.75312 -0.9 0.5 0.8 -0.1312
H 0.45978 0.45347 -3.28298 0.2 -0.2 0.0 0.0858
H 1.07231 2.51018 -2.13438 0.1 0.3 0.1 0.0722
H 2.32885 4.25816 -3.37021 0.0 0.3 -0.5 0.0941
H 2.94087 3.76074 -5.86719 -0.1 0.3 0.3 0.1032
H 2.24314 1.63366 -6.79971 0.2 -0.2 0.0 0.1065
C -2.13454 -1.39468 1.82576 -1.2 -0.5 -0.1 -0.0520
C -1.42849 -2.73368 1.95901 0.3 1.0 0.4 -0.4225
C -1.93070 -3.79117 0.98838 -0.5 -1.1 -1.4 -0.2565
F -2.88726 -4.58244 1.54178 0.3 0.6 0.0 0.0970
F -2.47416 -3.19533 -0.13246 0.1 -0.1 0.7 0.0573
F -0.09654 -2.52771 1.69554 -0.1 -0.2 -0.2 0.0819
F -1.47997 -3.21263 3.21856 -0.1 0.0 0.0 0.1386
O -1.50876 -0.46200 2.68549 0.3 0.6 -0.1 0.0472
C -2.01600 0.80726 2.63394 -0.1 -0.7 0.5 -0.5392
C -0.99894 1.75327 3.28183 0.1 0.2 -0.1 -0.2871
F -1.48429 3.01992 3.19247 0.2 -0.2 0.1 0.0882
F -0.80764 1.45719 4.58829 -0.2 0.0 -0.2 0.1057
F -2.25639 1.19057 1.36547 0.1 0.2 0.1 0.1394
F -3.19859 0.89603 3.29164 0.1 -0.1 -0.1 0.1579
H -3.18864 -1.51324 2.10811 0.1 -0.2 0.1 0.1652
H -2.15761 -1.09056 0.77920 0.5 0.1 0.0 0.1158
H -1.13090 -4.43418 0.60356 0.1 0.1 0.4 0.1758
H -0.03681 1.68680 2.76851 -0.1 0.1 -0.1 0.1295